ORCA calculation (the ωB97M-V functional and the def2-TZVPD basis) on C25H31F4N3O2Zr as an isolated structure.

Output
relative energy (zero: lowest compared OMol25 entry of this formula, charge and spin): 0.0 kcal per mole
lowest unoccupied orbital energy: -6.904 eV
total charge: +2
energy: -47132.5018 eV
2S+1: 1

Cartesian coordinates (Å):
H (-2.53, 2.15, -1.06)
C (1.98, 2.38, 0.69)
F (-0.75, 2.68, -5.73)
H (0.84, 2.70, 4.14)
H (2.81, 2.96, 1.07)
H (2.45, -2.34, -0.87)
C (1.61, -1.24, 2.23)
F (-1.82, 2.84, -3.33)
C (-0.12, 1.48, -2.40)
H (0.06, -1.15, 4.39)
H (-4.23, -0.83, -0.81)
C (-0.14, 2.03, -4.75)
C (0.60, 1.67, 3.85)
H (2.02, -0.67, 3.05)
C (0.27, -3.94, -0.83)
C (0.68, -2.94, 0.21)
C (3.74, -0.79, 0.94)
H (-0.79, -4.20, -0.75)
H (-2.43, 1.59, 1.21)
C (-3.13, -2.04, -2.31)
N (-0.53, 1.44, -1.06)
H (0.40, 1.13, 4.78)
H (2.02, 2.44, -0.39)
C (-1.56, 2.39, -0.62)
O (-1.88, -0.60, 0.77)
C (-2.17, -1.16, -0.35)
C (1.02, 0.76, -2.71)
C (1.58, 0.62, -3.95)
C (-0.62, 1.60, 2.95)
C (1.87, -2.22, 0.04)
F (2.65, -0.15, -4.10)
H (3.93, -0.41, -0.07)
H (2.18, 1.34, 1.01)
H (1.39, 1.21, -6.01)
H (-1.34, 2.35, 3.29)
H (-0.99, -3.29, 1.51)
H (4.50, -1.55, 1.14)
N (-1.17, -1.31, -1.18)
C (-0.70, 2.13, -3.48)
C (-0.38, -1.85, 3.69)
H (1.50, 1.25, 3.40)
H (-3.87, -2.45, -0.26)
C (2.38, -1.40, 1.06)
H (-3.67, -1.46, -3.06)
C (0.99, 1.28, -5.01)
H (-1.30, 3.39, -0.94)
H (-3.32, -3.09, -2.52)
H (0.83, 3.43, 2.20)
C (-3.49, -1.63, -0.87)
O (-0.95, -1.85, -3.42)
C (-1.67, 2.30, 0.90)
H (-0.37, -2.84, 4.16)
H (-1.93, 3.28, 1.31)
H (0.26, 3.65, 0.58)
C (-1.64, -1.75, -2.45)
F (1.54, 0.05, -1.62)
H (0.84, -4.86, -0.67)
H (0.48, -3.59, -1.84)
H (-1.12, 0.64, 3.03)
H (-1.42, -1.59, 3.51)
C (0.40, -1.93, 2.41)
H (3.90, 0.02, 1.65)
Zr (0.13, -0.05, 0.16)
N (-0.37, 1.85, 1.49)
C (0.66, 2.91, 1.26)
C (-0.05, -2.76, 1.38)

Atom charges from the natural (NBO) analysis, given in e for atoms 1 to 5: H 0.2331; C -0.6057; F -0.2653; H 0.2389; H 0.2734

ORCA calculation (the ωB97M-V functional and the def2-TZVPD basis) on one molecule with the formula C25H31FN4O5.

Output
SMILES string: COCCNC(=O)[C@@H](c1ccc(F)cc1)N(C[C@@H]1CCCO1)C(=O)CCC(=O)Nc1ccccn1
relative energy (zero: lowest compared OMol25 entry of this formula, charge and spin): 4.4 kcal per mole
lowest unoccupied orbital energy: 0.654 eV
energy: -45344.9326 eV
2S+1: 1

Cartesian coordinates (Å):
H (0.99, -4.53, -0.61)
C (-1.28, -1.44, -0.07)
N (4.02, -1.76, 0.17)
H (3.20, 1.46, 0.62)
H (2.33, 4.74, 1.53)
C (5.07, -0.40, -1.49)
C (1.56, 4.21, 0.97)
H (-0.99, -1.96, 3.53)
C (0.73, 2.34, -1.39)
H (5.26, -2.54, -1.25)
C (0.83, -0.82, 3.37)
H (-0.54, -3.55, -2.20)
F (-7.65, -0.67, -0.44)
C (-1.28, -0.35, 2.18)
C (3.66, 0.60, 0.16)
H (-5.90, -0.62, -2.35)
C (-5.90, 0.08, 0.96)
O (1.37, 0.95, 1.85)
H (0.02, 4.36, -1.09)
C (-1.42, 1.32, -0.88)
C (0.98, 3.86, -1.30)
N (-1.57, -0.37, 0.86)
C (1.23, -3.52, -0.96)
N (-0.26, 1.86, -0.46)
H (-1.93, -1.31, -0.93)
C (4.48, 0.73, -0.94)
C (-3.71, 0.44, 0.01)
C (-6.35, -0.30, -0.29)
C (-5.52, -0.32, -1.39)
N (2.62, -0.94, 1.76)
H (0.00, 1.82, 0.52)
H (-6.58, 0.09, 1.80)
H (-4.21, 0.75, 2.07)
C (0.39, -1.60, -2.03)
H (1.35, 4.20, -2.27)
H (0.69, -0.56, -0.15)
H (0.97, -3.42, -3.12)
O (0.86, -2.60, 0.06)
O (1.96, 4.24, -0.38)
H (1.42, -1.57, 3.90)
H (-2.25, 1.55, 1.08)
H (-0.12, -2.19, 2.00)
H (-3.54, 0.06, -2.09)
C (1.63, -0.16, 2.27)
H (2.65, -1.92, 2.03)
C (4.82, -1.62, -0.88)
C (-0.42, -1.47, 2.74)
O (-1.72, 1.23, -2.05)
O (-1.67, 0.55, 2.90)
H (1.68, 1.82, -1.22)
C (-4.19, 0.05, -1.23)
C (0.21, -1.47, -0.52)
C (-4.58, 0.45, 1.10)
C (3.44, -0.68, 0.67)
H (2.31, -3.45, -1.12)
H (1.47, 3.19, 1.36)
H (1.34, -1.15, -2.33)
C (-2.27, 0.80, 0.29)
H (-0.41, -1.13, -2.59)
H (0.60, 4.73, 1.11)
H (5.72, -0.34, -2.35)
H (-1.53, -2.41, 0.38)
H (0.50, -0.05, 4.07)
H (4.67, 1.71, -1.37)
C (0.46, -3.12, -2.21)
H (0.36, 2.10, -2.39)

Atom charges from the natural (NBO) analysis, given in e for atoms 1 to 5: H 0.1860; C -0.2559; N -0.4565; H 0.2547; H 0.1922

ORCA calculation (the ωB97M-V functional and the def2-TZVPD basis) on one molecule with the formula C25H31N3O3.

Output
SMILES string: CN(Cc1ccccc1)C[C@H](O)COc1ccc(CNCCOc2cccnc2)cc1
relative energy (zero: lowest compared OMol25 entry of this formula, charge and spin): 65.8 kcal per mole
lowest unoccupied orbital energy: 0.534 eV
energy: -37040.0092 eV
2S+1: 1

Cartesian coordinates (Å):
C (-2.35, 2.48, -0.69)
H (6.17, -1.16, 3.55)
H (0.38, 2.10, -2.63)
H (-0.70, 0.47, -6.91)
H (-2.85, -2.08, -3.81)
H (-0.63, -1.54, 4.19)
H (-3.77, 1.20, -3.30)
H (-0.27, 2.93, -0.40)
C (4.28, -0.69, 2.65)
C (-0.66, 2.06, -2.32)
C (1.36, 1.13, 4.22)
H (1.26, -1.60, -2.78)
H (-0.05, -0.66, 5.61)
C (-0.14, 0.87, -4.86)
H (-0.76, 1.94, 3.18)
C (-0.14, -1.17, -1.23)
H (0.64, -0.93, -0.53)
H (-0.45, 0.60, 0.90)
C (4.88, -0.12, 4.90)
C (-1.65, 1.56, -3.16)
C (0.21, -1.55, -2.52)
C (-0.20, -0.06, -6.09)
C (-2.09, -1.82, -3.09)
H (5.59, -0.12, 5.71)
H (0.70, -2.26, -5.01)
H (0.31, 1.83, -5.15)
C (-2.97, 1.57, -2.67)
O (-2.53, -0.85, 3.10)
C (0.18, -0.92, 4.57)
C (-2.45, -1.44, -1.82)
O (-1.94, -0.73, 0.35)
H (1.34, 2.05, 3.63)
C (-0.75, -1.87, -3.47)
H (-2.59, 0.96, 2.14)
H (0.82, -0.29, -6.39)
H (-2.67, 2.83, 0.28)
N (-0.91, -1.30, -5.90)
N (0.31, 0.25, 3.73)
H (4.53, -1.14, 1.70)
H (-3.49, -1.39, -1.52)
H (3.39, 0.91, 6.04)
H (0.47, 0.41, -4.08)
H (-0.34, -1.04, 1.63)
C (2.71, 0.48, 4.05)
H (-0.79, -3.20, -5.13)
C (5.20, -0.70, 3.69)
H (-1.54, 1.00, 4.48)
C (-1.02, 2.53, -1.07)
C (-1.48, -1.10, -0.88)
C (-1.02, -0.24, 1.31)
C (-0.39, -2.21, -4.89)
C (3.04, -0.10, 2.84)
O (-1.46, 1.06, -4.40)
H (-2.99, -1.32, 2.39)
H (1.11, -1.49, 4.54)
C (-0.96, 0.93, 3.54)
H (2.31, -0.09, 2.04)
H (-1.89, -1.10, -5.69)
N (-3.30, 2.02, -1.48)
C (-1.85, 0.23, 2.51)
H (1.20, 1.40, 5.28)
C (3.64, 0.47, 5.08)

Atom charges from the natural (NBO) analysis, given in e for atoms 1 to 5: C -0.0085; H 0.2123; H 0.2240; H 0.2030; H 0.2093

ORCA calculation (the ωB97M-V functional and the def2-TZVPD basis) on one molecule with the formula C25H31N3O4.

Output
SMILES string: CCCOc1ccc(/C(O)=C2/C(=O)C(=O)N(CCN(CC)CC)[C@@H]2c2ccncc2)cc1
relative energy (zero: lowest compared OMol25 entry of this formula, charge and spin): 69.9 kcal per mole
lowest unoccupied orbital energy: -0.342 eV
energy: -39088.5441 eV
2S+1: 1

Cartesian coordinates (Å):
C (-1.85, -0.65, -1.06)
H (0.37, -3.89, -3.28)
H (2.17, 3.81, -2.58)
H (-0.35, 0.89, 3.49)
C (1.59, -1.18, -2.04)
H (0.24, -0.77, 3.41)
H (-4.49, 0.61, 3.83)
H (-3.70, -2.24, 2.91)
H (-0.08, -0.03, 4.98)
H (-5.15, -0.19, 2.40)
N (-1.51, 1.71, -0.97)
C (-1.86, -0.60, 3.90)
H (-2.95, 0.86, -2.14)
H (0.47, -2.22, 0.88)
C (4.02, 4.77, -2.01)
C (-3.11, 0.52, 2.14)
H (3.60, 3.27, -3.51)
H (3.76, 5.63, -2.62)
H (5.78, 3.64, -1.48)
H (-3.19, 0.53, 1.05)
H (5.85, 4.36, -3.09)
C (-1.93, -3.03, 1.97)
C (1.43, -0.22, -3.03)
N (-1.39, -3.13, 0.64)
C (-0.15, 0.25, 0.35)
H (-4.97, 1.57, 2.43)
H (1.84, 1.75, -3.69)
C (-0.81, -0.86, -0.16)
C (5.53, 4.52, -2.07)
H (0.65, 0.15, 1.05)
C (-2.15, 0.65, -1.43)
C (-0.80, -4.06, -1.38)
C (-2.96, -1.91, 2.16)
H (-2.39, -1.48, -1.48)
C (-1.71, -4.17, -0.17)
H (2.59, -1.65, -0.20)
H (-2.41, -3.99, 2.16)
C (3.03, 0.33, -0.85)
C (-0.34, -2.26, 0.14)
O (3.42, 2.50, -1.59)
H (-2.48, 0.05, 4.52)
H (-2.53, 1.40, 2.43)
C (0.86, -2.45, -2.14)
H (6.07, 5.38, -1.67)
O (-2.54, -5.02, 0.07)
H (-3.49, -1.77, 1.21)
C (-0.42, -0.10, 3.95)
H (-1.90, -1.60, 4.34)
C (-4.52, 0.63, 2.74)
H (0.81, -0.45, -3.88)
N (-2.34, -0.65, 2.53)
C (0.05, -2.93, -1.15)
O (-0.81, -4.78, -2.38)
C (3.24, 3.56, -2.51)
O (0.97, -3.09, -3.30)
H (3.67, 0.57, -0.02)
C (-0.54, 1.51, -0.09)
H (3.72, 4.97, -0.98)
H (-1.11, -2.89, 2.68)
C (2.01, 1.02, -2.92)
C (2.41, -0.89, -0.95)
H (-0.04, 2.40, 0.27)
C (2.81, 1.32, -1.82)

Atom charges from the natural (NBO) analysis, given in e for atoms 1 to 5: C -0.3108; H 0.5213; H 0.1826; H 0.2048; C -0.1893

ORCA calculation (the ωB97M-V functional and the def2-TZVPD basis) on one molecule with the formula C25H31NO4 at a distorted geometry.

Output
SMILES string: CC(C)(C)[C@@H]1C=C(C(=O)NCc2ccccc2)O[C@H](OCc2ccc(CO)cc2)C1
relative energy (zero: lowest compared OMol25 entry of this formula, charge and spin): 500.9 kcal per mole
lowest unoccupied orbital energy: -0.029 eV
energy: -36087.8145 eV
2S+1: 1

Cartesian coordinates (Å):
H (-2.27, -6.01, 0.63)
H (1.37, -0.85, -0.12)
H (-3.75, -2.12, 0.35)
H (-2.08, 2.37, -1.65)
C (-0.66, -3.30, -0.59)
H (2.75, 3.33, -1.87)
H (0.40, 6.11, -1.67)
H (-0.92, 2.85, -0.15)
C (1.74, -0.14, 2.36)
H (-0.37, -3.31, 4.12)
O (1.00, 2.82, 0.91)
H (0.51, 3.00, 2.95)
C (-0.08, -1.64, 2.75)
H (1.59, -3.29, -0.57)
H (2.32, 2.46, 2.36)
H (-2.45, 4.65, -2.92)
C (-0.45, 5.33, -1.17)
C (0.79, 1.04, -1.72)
H (2.23, -2.15, 2.76)
C (0.64, 3.38, -2.18)
C (-1.53, 4.35, -3.14)
H (0.69, -2.87, -2.21)
C (-3.00, -3.95, 0.51)
C (-2.76, -2.79, 0.24)
H (2.67, 2.44, 0.31)
O (1.54, 1.11, -0.68)
H (0.08, -5.27, -0.54)
C (1.67, -1.40, 2.60)
C (-0.68, 0.71, 2.42)
H (2.70, 0.15, 2.07)
H (-1.31, 6.03, -0.87)
C (-0.41, -3.09, 3.00)
H (-1.33, -3.42, 2.73)
H (-0.01, 5.08, -0.34)
H (1.00, 3.73, -3.29)
C (0.71, -2.91, -1.14)
H (-1.59, 3.41, -3.79)
C (-0.87, -4.70, -0.33)
H (-4.09, -4.55, 0.89)
C (-1.84, -5.03, 0.31)
N (0.91, -1.31, -1.14)
H (-0.86, 4.96, -3.66)
C (0.55, 1.88, -2.57)
C (1.61, 3.57, -1.22)
H (1.90, 4.66, -0.80)
C (1.76, 2.55, -0.20)
H (0.63, -4.20, 1.52)
C (1.03, 2.44, 2.17)
C (-1.55, -2.33, -0.27)
C (-0.63, 3.96, -2.08)
O (0.19, -0.76, -3.15)
H (-2.37, 3.75, -0.74)
H (-1.39, -1.45, -0.44)
C (-0.94, -0.74, 2.66)
H (-1.99, -1.08, 2.50)
C (0.49, -0.27, -1.92)
H (-1.38, 1.30, 2.17)
C (0.84, 0.93, 2.19)
H (-0.41, 1.51, -3.25)
O (0.70, -4.13, 2.64)
C (-1.65, 3.21, -1.09)

Atom charges from the natural (NBO) analysis, given in e for atoms 1 to 5: H 0.2212; H 0.4065; H 0.2154; H 0.2018; C -0.0066

ORCA calculation (the ωB97M-V functional and the def2-TZVPD basis) on one molecule with the formula C25H32BBrFIN2O5P2S at a distorted geometry.

Output
SMILES string: CCP(C)c1cc2c(c(CC(=O)F)c1CCCCOC=O)N(CCCI)c1c(cc(B(N)O)cc1P(O)Br)S2
lowest unoccupied orbital energy: -1.016 eV
energy: -150589.6789 eV
2S+1: 1

Cartesian coordinates (Å):
C (-1.53, -1.43, 0.93)
C (-1.01, -0.40, -0.28)
C (4.30, 1.36, -4.04)
H (-6.66, 0.14, 0.46)
H (-3.36, -2.62, 0.07)
H (-3.10, 0.40, -1.11)
Br (1.31, 3.99, -5.21)
H (-1.23, -5.67, 3.49)
H (4.47, 1.63, -5.19)
C (3.67, 0.68, -0.90)
C (0.60, 2.54, -1.19)
C (2.76, 1.36, -3.46)
H (1.17, -3.15, 6.48)
H (7.87, 3.13, -3.68)
H (1.05, -1.66, 5.18)
H (8.07, 2.30, -2.18)
B (7.10, 1.12, -3.69)
C (-6.87, -0.36, 1.52)
H (0.70, -4.84, 4.79)
F (-1.47, -2.48, -2.40)
H (-3.28, -2.70, 1.96)
C (-0.46, -1.94, 2.11)
O (-2.75, -0.89, -3.78)
H (1.83, 5.37, 0.58)
C (-1.67, -4.80, 2.83)
N (8.07, 2.20, -3.22)
C (1.42, -2.75, 5.41)
H (-5.84, -2.38, 1.72)
H (2.61, 3.25, -0.21)
C (0.79, -3.78, 4.29)
C (0.91, 4.71, 0.28)
C (-4.22, -0.78, 1.16)
C (-5.56, -1.27, 2.03)
H (1.34, 2.50, 1.05)
H (2.61, -2.74, 5.32)
C (-7.46, 2.00, 1.73)
I (-0.60, 4.59, 1.90)
H (6.18, 0.43, -0.78)
N (0.94, 1.09, -1.47)
H (-2.82, -4.70, 3.08)
H (-6.84, 2.95, 2.08)
O (1.74, 0.85, -6.13)
H (0.48, 5.13, -0.73)
C (-2.11, -1.16, -2.61)
C (1.48, 3.17, 0.07)
H (0.92, 3.17, -2.15)
H (1.58, -3.89, 3.41)
C (-2.04, 0.09, -1.50)
H (-1.46, -4.92, 1.68)
H (8.05, -0.60, -4.27)
H (-5.42, -1.13, 3.18)
H (-7.84, -1.01, 1.39)
O (7.59, 0.16, -4.73)
C (-3.08, -1.98, 1.04)
P (1.34, 1.78, -4.67)
O (-7.21, 0.72, 2.47)
C (1.11, -1.37, 2.09)
H (-1.62, 1.01, -2.11)
H (1.92, -1.65, 2.89)
P (-0.88, -3.15, 3.52)
C (0.56, 0.16, -0.35)
C (2.39, 1.02, -1.86)
O (-8.39, 2.10, 0.75)
C (5.57, 1.05, -3.04)
H (-4.63, -0.64, 0.04)
H (1.19, 1.22, -6.89)
H (-3.81, 0.21, 1.63)
S (3.33, 0.29, 0.90)
C (5.24, 0.68, -1.46)
C (1.53, -0.35, 0.87)
H (-0.56, 2.68, -1.07)

Atom charges from the Löwdin analysis, given in e for atoms 1 to 5: C -0.0799; C -0.0107; C -0.0043; H 0.1267; H 0.1292

ORCA calculation (the ωB97M-V functional and the def2-TZVPD basis) on C25H32BFN as an isolated structure at a distorted geometry.

Output
relative energy (zero: lowest compared OMol25 entry of this formula, charge and spin): 0.0 kcal per mole
lowest unoccupied orbital energy: -2.864 eV
total charge: +1
energy: -31320.1266 eV
2S+1: 1

Cartesian coordinates (Å):
C (-2.71, -1.50, 5.37)
H (4.71, 0.56, 9.70)
C (0.96, -0.19, 8.84)
H (3.90, -1.79, 9.56)
H (-1.99, -1.43, 6.18)
C (-1.60, 1.16, 10.05)
C (-1.62, -7.41, 5.00)
H (-0.97, -5.75, 6.29)
H (0.20, -1.73, 5.53)
H (-3.59, -3.70, 6.72)
H (1.50, -2.29, 9.14)
H (-0.65, -1.14, 7.74)
C (-4.00, 1.46, 9.80)
H (-2.61, -4.61, 2.47)
H (-1.33, -8.17, 5.72)
H (-3.67, -1.15, 5.77)
C (0.03, -1.69, 4.44)
C (-1.76, -5.09, 4.37)
C (-2.55, -6.77, 2.85)
C (-2.20, -7.76, 3.76)
H (-3.15, -2.88, 3.78)
H (-4.07, -4.67, 5.30)
H (0.28, -4.06, 6.30)
H (-2.47, -0.79, 4.58)
C (-2.34, -5.41, 3.15)
F (3.18, 2.67, 9.24)
N (-1.52, -3.68, 4.79)
H (-2.70, 2.85, 10.85)
H (-0.61, -0.84, 4.20)
H (-1.04, -2.83, 2.96)
C (-0.49, -3.01, 3.89)
C (1.85, -1.25, 9.11)
H (-2.97, -1.53, 8.49)
C (-2.92, -0.51, 8.89)
H (0.44, -4.86, 3.18)
C (0.71, -3.91, 3.64)
C (3.68, 0.34, 9.47)
H (-3.00, -7.01, 1.88)
H (-4.90, 2.05, 9.96)
H (0.99, -1.45, 3.97)
C (2.76, 1.36, 9.23)
C (3.20, -0.98, 9.39)
C (-1.41, -6.05, 5.29)
C (1.43, 1.12, 8.94)
H (1.26, -4.09, 4.57)
H (-4.83, -3.11, 5.60)
C (-3.88, -3.66, 5.66)
C (-1.67, 0.07, 9.17)
C (-4.09, 0.23, 9.14)
H (-0.49, 0.59, 7.61)
B (-0.91, -4.21, 6.25)
H (-2.37, -8.80, 3.51)
C (-0.46, -0.25, 8.31)
H (-1.66, -4.00, 7.13)
H (-0.66, 1.46, 10.51)
H (0.76, 1.98, 8.77)
C (-2.84, -2.92, 4.84)
H (1.38, -3.39, 2.95)
H (-5.05, -0.18, 8.81)
C (-2.76, 1.91, 10.30)

Atom charges from the natural (NBO) analysis, given in e for atoms 1 to 5: C -0.6329; H 0.2426; C 0.0077; H 0.2234; H 0.2255